No. 1
{
  "formula": "C5H4",
  "method": "the ωB97M-V functional and the def2-TZVPD basis",
  "elements": ["C", "C", "C", "C", "C", "H", "H", "H", "H"],
  "positions_angstrom": [[-0.40, 1.97, -0.80], [-0.45, 0.68, -0.63], [-0.45, -0.58, -0.17], [0.61, -1.09, 0.61], [1.47, -1.54, 1.33], [-0.15, 2.49, -1.74], [-1.49, 1.19, -0.26], [-1.36, -1.17, -0.29], [2.22, -1.95, 1.96]],
  "mulliken_charge": [-0.551, 0.229, -0.904, -0.364, 0.379, 0.228, 0.252, 0.343, 0.389],
  "gap_ev": 8.47,
  "relative_energy_kj_mol": 319.8,
  "multiplicity": 1,
  "e_tot_ha": -192.67234,
  "e_lumo_ha": 0.0188
}

---

No. 2
{
  "formula": "C18H36O18",
  "method": "the ωB97M-V functional and the def2-TZVPD basis",
  "elements": ["C", "O", "C", "O", "O", "C", "H", "H", "H", "H", "H", "H", "C", "O", "C", "O", "O", "C", "H", "H", "H", "H", "H", "H", "C", "O", "C", "O", "O", "C", "H", "H", "H", "H", "H", "H", "C", "O", "C", "O", "O", "C", "H", "H", "H", "H", "H", "H", "C", "O", "C", "O", "O", "C", "H", "H", "H", "H", "H", "H", "C", "O", "C", "O", "O", "C", "H", "H", "H", "H", "H", "H"],
  "positions_angstrom": [[0.22, 1.38, -3.97], [-0.19, 2.48, -3.19], [0.14, 3.77, -3.60], [0.93, 4.02, -4.52], [-0.50, 4.65, -2.84], [-0.07, 6.03, -2.77], [-0.04, 0.46, -3.44], [1.30, 1.40, -4.16], [-0.24, 1.49, -4.95], [-0.83, 6.56, -3.35], [0.94, 6.22, -3.15], [-0.03, 6.37, -1.73], [-1.29, -8.95, 0.41], [-2.29, -8.17, -0.18], [-2.72, -7.02, 0.39], [-2.32, -6.56, 1.50], [-3.81, -6.58, -0.30], [-4.53, -5.42, 0.23], [-0.57, -8.33, 0.95], [-0.66, -9.33, -0.39], [-1.77, -9.71, 1.04], [-5.04, -5.72, 1.15], [-5.40, -5.07, -0.32], [-3.92, -4.58, 0.57], [4.31, 2.31, -3.79], [4.06, 0.94, -3.83], [3.76, 0.30, -2.70], [3.62, 0.81, -1.61], [3.74, -1.05, -2.97], [3.50, -1.82, -1.85], [5.11, 2.42, -3.06], [3.39, 2.80, -3.47], [4.59, 2.67, -4.78], [2.47, -1.82, -1.50], [4.08, -1.58, -0.97], [3.95, -2.75, -2.22], [1.10, 5.14, 5.19], [1.11, 4.38, 4.00], [0.87, 4.98, 2.82], [0.40, 6.10, 2.72], [1.34, 4.15, 1.84], [1.04, 4.44, 0.48], [0.54, 6.08, 5.20], [2.14, 5.41, 5.37], [0.78, 4.59, 6.07], [1.50, 3.68, -0.15], [1.39, 5.37, 0.01], [-0.04, 4.44, 0.38], [0.88, 0.95, 0.33], [0.66, -0.44, 0.45], [-0.34, -0.96, -0.17], [-1.02, -0.42, -1.02], [-0.38, -2.30, 0.20], [-1.55, -3.13, 0.07], [1.92, 1.18, 0.59], [0.32, 1.47, 1.11], [0.66, 1.37, -0.65], [-1.27, -4.03, 0.62], [-1.85, -3.35, -0.96], [-2.36, -2.63, 0.60], [-0.15, -1.83, 4.09], [-1.46, -1.69, 3.63], [-1.88, -0.55, 3.07], [-1.28, 0.52, 3.26], [-2.88, -0.87, 2.35], [-3.49, 0.09, 1.46], [-0.13, -1.66, 5.17], [0.59, -1.13, 3.68], [0.11, -2.86, 3.88], [-4.37, 0.50, 1.94], [-3.84, -0.56, 0.66], [-2.94, 0.93, 1.03]],
  "mulliken_charge": [-0.511, -0.169, 0.745, -0.593, -0.288, -0.682, 0.069, 0.170, 0.424, 0.291, 0.346, 0.222, -0.652, -0.322, 0.820, -0.586, -0.294, -0.411, 0.328, 0.254, 0.265, 0.325, 0.308, 0.004, -0.466, -0.364, 0.893, -0.541, -0.342, -0.568, 0.310, 0.141, 0.187, 0.116, 0.328, 0.304, -0.697, -0.303, 0.703, -0.577, -0.286, -0.712, 0.329, 0.288, 0.245, 0.152, 0.464, 0.381, -0.755, -0.236, 0.825, -0.633, -0.323, -0.620, 0.341, 0.444, 0.174, 0.305, 0.370, 0.092, -0.661, -0.337, 0.866, -0.620, -0.304, -0.702, 0.314, 0.278, 0.241, 0.327, 0.272, 0.294],
  "gap_ev": 11.13,
  "relative_energy_kj_mol": 246.7,
  "multiplicity": 1,
  "e_tot_ha": -2061.72333,
  "e_lumo_ha": 0.0230
}

---

No. 3
{
  "formula": "C16H30Cl2GeN6O2Rh",
  "method": "the ωB97M-V functional and the def2-TZVPD basis",
  "elements": ["Rh", "N", "C", "C", "N", "C", "C", "N", "C", "C", "N", "H", "H", "H", "H", "H", "H", "C", "Ge", "C", "C", "C", "H", "H", "H", "H", "H", "H", "H", "H", "H", "H", "H", "C", "C", "C", "C", "N", "N", "H", "H", "H", "H", "H", "H", "H", "H", "H", "H", "H", "H", "Cl", "C", "Cl", "C", "O", "O", "H"],
  "positions_angstrom": [[0.56, -0.21, 1.08], [-1.73, -0.80, 4.72], [-1.40, 0.51, 5.08], [-0.66, 1.04, 4.07], [-0.51, 0.00, 3.17], [-1.11, -1.08, 3.58], [-1.04, -2.30, 2.74], [-0.34, -2.21, 1.65], [-0.56, -3.37, 0.91], [-1.41, -4.13, 1.63], [-1.69, -3.49, 2.80], [-2.22, -1.46, 5.29], [-1.71, 0.88, 6.05], [-0.16, 2.04, 3.91], [-0.09, -3.49, -0.03], [-1.66, -5.17, 1.57], [-2.22, -3.88, 3.53], [2.01, 2.70, 1.95], [2.55, 2.16, 0.20], [1.46, 2.84, -1.31], [4.43, 2.61, 0.01], [2.51, 0.22, 0.59], [2.86, 2.59, 2.62], [1.07, 2.15, 2.24], [1.80, 3.82, 2.00], [1.55, 3.91, -1.30], [0.40, 2.66, -1.01], [1.67, 2.46, -2.31], [4.41, 3.61, -0.28], [5.01, 1.91, -0.59], [4.98, 2.57, 1.00], [3.21, 0.15, 1.41], [2.70, -0.57, -0.15], [-1.80, -1.63, -3.37], [-0.30, -1.35, -3.39], [0.36, -2.38, -4.29], [-0.03, 0.06, -3.85], [0.25, -1.61, -2.00], [-0.17, -0.68, -1.05], [-2.23, -1.74, -4.37], [-2.36, -0.86, -2.83], [-1.98, -2.62, -2.91], [-0.05, -2.23, -5.30], [0.12, -3.44, -4.03], [1.40, -2.23, -4.34], [-0.36, 0.23, -4.88], [1.03, 0.24, -3.75], [-0.61, 0.83, -3.34], [1.23, -1.45, -2.09], [-1.20, -0.78, -0.89], [-0.11, 0.27, -1.40], [-3.02, 1.75, -1.74], [-2.98, 2.17, 0.00], [-2.50, 3.89, 0.33], [-2.05, 1.17, 0.61], [-2.56, 0.20, 1.15], [-0.77, 1.37, 0.45], [-3.98, 2.15, 0.48]],
  "mulliken_charge": [-0.074, -0.150, -0.769, -0.387, 0.321, 0.478, -0.001, 0.222, -0.499, -0.702, -0.084, 0.201, 0.407, 0.403, 0.519, 0.390, 0.144, -0.727, 0.518, -0.962, -1.259, -1.169, 0.452, -0.134, 0.412, 0.467, 0.111, 0.296, 0.406, 0.397, 0.346, 0.583, 0.458, -1.623, 1.646, -1.888, -1.510, -0.827, 0.844, 0.450, 0.222, 0.400, 0.442, 0.344, 0.455, 0.467, 0.383, 0.288, 0.212, 0.154, -0.042, -0.142, -0.054, -0.166, 0.121, -0.540, 0.358, 0.396],
  "gap_ev": [8.95, 7.36],
  "charge": 1,
  "relative_energy_kj_mol": 62.2,
  "multiplicity": 5,
  "e_tot_ha": -4214.21628,
  "e_lumo_ha": [-0.0876, -0.1685]
}

---

No. 4
{
  "formula": "C4H11N3S",
  "method": "the ωB97M-V functional and the def2-TZVPD basis",
  "elements": ["H", "N", "C", "N", "C", "C", "S", "N", "C", "H", "H", "H", "H", "H", "H", "H", "H", "H", "H"],
  "positions_angstrom": [[-0.38, 2.89, 0.91], [0.29, 2.04, 0.62], [-0.23, 1.26, -0.20], [-1.48, 1.44, -0.76], [0.31, -0.04, -0.60], [1.58, -0.46, 0.20], [3.12, 0.05, -0.32], [-0.75, -1.23, -0.80], [-1.41, -1.44, 0.64], [-1.71, 0.69, -1.65], [-2.12, 1.99, -0.24], [0.61, 0.27, -1.59], [1.93, -1.41, 0.14], [1.57, -0.42, 1.35], [3.24, 1.27, 0.33], [-0.05, -2.19, -1.03], [-1.97, -2.50, 0.58], [-1.96, -0.60, 0.95], [-0.57, -1.62, 1.47]],
  "mulliken_charge": [0.217, -0.641, 0.190, -0.486, 0.345, -0.862, -0.296, -0.557, -0.653, 0.315, 0.211, 0.318, 0.283, 0.346, 0.123, 0.334, 0.296, 0.284, 0.232],
  "gap_ev": 9.59,
  "relative_energy_kj_mol": 372.9,
  "multiplicity": 1,
  "e_tot_ha": -721.32657,
  "e_lumo_ha": 0.0301
}